122
Properties=species:S:1:pos:R:3:forces:R:3 method="wB97M-V/def2-TZVPD" orbital_gap_ev=9.81 total_energy_ha=-3127.651528 spin_multiplicity=1 lumo_ev=0.2 smiles="CC(=O)OCBO.O=C1CCCO1.O=C1CCCO1.O=C1CCCO1.O=C1CCCO1.O=C1CCCO1.O=C1CCCO1.O=C1CCCO1.O=C1CCCO1.O=C1CCCO1"
C -1.1016 -0.4295 -4.7043 0.675 0.788 1.655
C 0.4644 -0.7786 -4.5822 1.035 -1.973 -2.565
O 1.0497 -1.2626 -5.5800 -1.928 1.679 3.739
O 1.1935 -0.5939 -3.3572 -1.466 0.633 -2.103
C 1.4454 0.8649 -3.2740 0.051 0.514 -0.260
B 0.3830 1.6111 -2.2564 0.284 1.061 -1.567
O -0.1004 2.9157 -2.5951 0.379 -2.560 -0.459
H -1.6974 -1.3216 -5.0745 1.044 1.216 0.177
H -1.5314 -0.1299 -3.6763 0.710 -0.517 -1.515
H -1.1863 0.5030 -5.3565 -0.021 -1.468 0.582
H 1.3909 1.2565 -4.3456 0.349 -0.154 1.304
H 2.5273 0.9716 -2.9214 -1.420 -0.046 -0.439
H 0.0562 0.9723 -1.3154 -0.100 0.490 0.308
H -0.1528 2.9395 -3.5836 0.329 0.369 1.097
O -1.6031 -4.4614 -1.6701 0.573 -0.535 0.439
C -0.4255 -4.5268 -1.4342 -0.988 0.627 -0.398
O 0.1226 -5.3947 -0.5368 0.170 0.119 -0.657
C 1.5267 -5.1322 -0.4216 0.493 -0.157 0.208
C 1.9050 -4.4198 -1.6999 0.519 0.146 -0.312
C 0.6422 -3.6534 -2.0332 0.413 -0.202 -0.139
H 1.6939 -4.5129 0.4648 -0.063 -0.031 -0.026
H 2.0673 -6.0729 -0.3028 -0.254 -0.001 0.109
H 2.7876 -3.7866 -1.5948 -0.062 -0.074 0.049
H 2.1079 -5.1528 -2.4869 0.021 0.054 0.104
H 0.6184 -2.6760 -1.5455 -0.116 0.020 -0.153
H 0.5072 -3.5503 -3.1095 -0.227 0.226 0.177
O -2.0733 2.0655 0.2760 0.777 -0.194 0.216
C -1.2127 2.4278 1.0363 -0.888 -0.207 -0.311
O -0.0351 1.7680 1.2295 -0.454 0.070 -0.302
C 0.7015 2.4132 2.2776 0.504 0.013 0.283
C 0.1575 3.8205 2.3397 0.187 0.513 0.291
C -1.2890 3.6310 1.9378 0.396 0.342 -0.028
H 0.5374 1.8629 3.2084 0.044 -0.003 -0.075
H 1.7664 2.3969 2.0412 -0.152 -0.288 -0.028
H 0.2828 4.2870 3.3171 0.015 -0.093 -0.104
H 0.6651 4.4472 1.5990 -0.014 -0.060 0.063
H -1.9222 3.3940 2.7958 -0.097 0.083 -0.122
H -1.6743 4.4981 1.4027 -0.315 -0.232 0.124
O -2.6972 3.3179 -5.0345 0.669 0.280 -0.403
C -2.2637 4.4347 -5.1643 -0.441 -0.561 0.442
O -1.1855 4.7469 -5.9320 -0.267 -0.493 0.194
C -0.8770 6.1372 -5.7754 0.363 0.485 -0.187
C -2.1582 6.7762 -5.2929 -0.277 0.594 0.007
C -2.7907 5.6656 -4.4802 -0.129 0.451 -0.257
H -0.0643 6.2345 -5.0492 -0.040 -0.053 -0.019
H -0.5485 6.5500 -6.7305 0.029 -0.287 0.032
H -1.9945 7.6953 -4.7280 0.076 -0.083 -0.064
H -2.7981 7.0153 -6.1477 0.109 -0.035 0.060
H -2.4462 5.6720 -3.4433 -0.113 -0.145 -0.006
H -3.8786 5.7040 -4.5251 0.108 -0.266 0.241
O -2.9285 -6.1078 4.6964 0.406 0.219 -0.507
C -2.6816 -6.3291 3.5378 -0.403 0.284 0.663
O -1.9055 -5.5293 2.7614 -0.284 -0.254 0.690
C -1.9091 -6.0241 1.4135 0.226 0.053 -0.479
C -2.2913 -7.4813 1.5276 -0.032 -0.471 -0.329
C -3.2119 -7.4840 2.7305 0.318 -0.370 -0.273
H -2.6352 -5.4482 0.8321 0.064 -0.008 0.030
H -0.9218 -5.8949 0.9717 -0.520 0.105 0.477
H -2.7516 -7.8776 0.6212 0.076 0.105 0.032
H -1.4023 -8.0824 1.7448 -0.067 0.052 -0.047
H -4.2478 -7.2774 2.4514 0.005 -0.035 0.148
H -3.1422 -8.4173 3.2887 -0.298 0.205 0.151
O -7.0364 -2.2064 7.9637 0.518 -0.524 -0.109
C -6.1668 -2.5952 7.2276 -0.536 0.551 0.614
O -5.2453 -3.5349 7.5691 -0.490 0.299 0.067
C -4.2965 -3.6807 6.5038 0.504 -0.428 -0.135
C -5.0035 -3.1721 5.2697 0.099 0.006 -0.620
C -5.9067 -2.0941 5.8320 0.051 -0.327 -0.452
H -3.4069 -3.0914 6.7460 -0.060 -0.003 0.006
H -4.0105 -4.7283 6.4070 -0.040 0.141 0.204
H -4.3195 -2.8139 4.4987 0.011 -0.097 0.099
H -5.6122 -3.9714 4.8352 0.106 0.038 0.041
H -5.4007 -1.1275 5.8893 -0.151 0.022 0.032
H -6.8342 -2.0104 5.2661 0.016 0.293 0.248
O 3.0829 0.4044 3.5762 0.323 -0.363 -0.592
C 3.3277 -0.7139 3.2049 -0.446 0.727 0.412
O 3.7877 -1.0173 1.9609 -0.096 0.295 0.238
C 3.8672 -2.4393 1.8178 0.144 -0.310 -0.251
C 3.9492 -2.9775 3.2266 0.186 -0.655 0.363
C 3.1326 -1.9708 4.0090 0.328 -0.383 0.031
H 2.9729 -2.7870 1.2907 0.002 0.076 -0.001
H 4.7484 -2.7003 1.2287 -0.074 0.239 -0.029
H 3.5861 -4.0031 3.3177 -0.025 0.070 -0.098
H 4.9856 -2.9553 3.5712 -0.167 -0.007 -0.113
H 2.0702 -2.2265 4.0185 0.006 0.142 0.103
H 3.5085 -1.8495 5.0244 -0.302 0.182 -0.045
O 6.9696 -2.1490 3.0084 0.606 -0.535 -0.128
C 7.8504 -2.5173 2.2748 -0.474 0.568 0.536
O 8.7749 -3.4562 2.6095 -0.458 0.212 0.069
C 9.7361 -3.5750 1.5538 0.471 -0.256 -0.137
C 9.0394 -3.0483 0.3206 0.091 -0.009 -0.628
C 8.1220 -1.9879 0.8925 0.056 -0.306 -0.429
H 10.6182 -2.9841 1.8175 -0.063 -0.022 0.015
H 10.0314 -4.6194 1.4421 -0.072 0.085 0.258
H 9.7294 -2.6708 -0.4356 -0.002 -0.079 0.097
H 8.4416 -3.8435 -0.1358 0.095 0.053 0.035
H 8.6198 -1.0189 0.9739 -0.169 0.022 0.034
H 7.2004 -1.9002 0.3176 0.016 0.305 0.240
O -2.4673 6.3395 3.8845 0.797 -0.126 0.214
C -1.6111 6.7062 4.6452 -1.016 -0.267 -0.401
O -0.4352 6.0487 4.8399 -0.302 0.102 -0.197
C 0.3014 6.6925 5.8869 0.466 -0.050 0.306
C -0.2427 8.1011 5.9480 0.166 0.557 0.257
C -1.6899 7.9100 5.5447 0.389 0.385 0.044
H 0.1369 6.1423 6.8180 -0.009 0.009 -0.064
H 1.3665 6.6758 5.6502 -0.149 -0.215 -0.093
H -0.1174 8.5688 6.9258 0.054 -0.096 -0.066
H 0.2648 8.7271 5.2074 -0.014 -0.068 0.092
H -2.3241 7.6729 6.4020 -0.092 0.022 -0.129
H -2.0759 8.7761 5.0080 -0.284 -0.239 0.073
O -3.3712 4.6891 -8.6556 0.301 -0.363 -0.593
C -3.0895 3.5774 -9.0241 -0.502 0.669 0.509
O -2.8136 3.2520 -10.3165 -0.019 0.353 0.268
C -2.6295 1.8350 -10.4208 0.106 -0.381 -0.339
C -2.2690 1.3772 -9.0265 0.210 -0.501 0.244
C -3.0350 2.3508 -8.1553 0.481 -0.327 -0.016
H -3.5621 1.3876 -10.7775 0.029 0.050 0.017
H -1.8371 1.6199 -11.1396 -0.149 0.233 -0.053
H -2.5169 0.3311 -8.8389 0.028 0.070 -0.097
H -1.1944 1.5037 -8.8608 -0.094 -0.043 -0.041
H -4.0535 2.0074 -7.9591 0.027 0.133 0.109
H -2.5109 2.5541 -7.2224 -0.405 0.131 0.024